Record 1
This record from OMol25 describes a structure of composition C37H33GeKO2P2. The level of theory is ωB97M-V/def2-TZVPD.

ΔE to the lowest compared entry with this formula, charge and spin = 110.18 kJ/mol
Total energy = -134406.7321 eV
Charge = +2
Maximum force = 0.072 Eh/bohr
Gap between HOMO and LUMO = 6.7689 eV
LUMO = -7.02 eV

Geometry (Å):
K1 -0.211 0.288 2.451
O1 -1.114 -1.144 1.109
P1 -0.638 -2.036 -0.015
C1 1.060 -1.620 -0.581
P2 2.092 -0.535 0.455
O2 1.338 0.688 0.909
C2 2.722 -1.535 1.823
C3 2.202 -1.455 3.124
C4 2.702 -2.253 4.141
C5 3.735 -3.140 3.874
C6 4.269 -3.224 2.593
C7 3.765 -2.430 1.573
C8 3.539 -0.154 -0.519
C9 4.572 0.528 0.140
C10 5.729 0.861 -0.543
C11 5.867 0.518 -1.884
C12 4.851 -0.157 -2.542
C13 3.686 -0.495 -1.862
C14 -0.599 -3.767 0.428
C15 0.254 -4.179 1.463
C16 0.307 -5.513 1.832
C17 -0.488 -6.445 1.174
C18 -1.349 -6.044 0.165
C19 -1.409 -4.708 -0.212
C20 -1.662 -1.884 -1.471
C21 -2.896 -1.248 -1.341
C22 -3.756 -1.180 -2.434
C23 -3.384 -1.745 -3.646
C24 -2.156 -2.388 -3.775
C25 -1.298 -2.463 -2.689
H1 0.948 -1.091 -1.530
H2 1.606 -2.549 -0.770
H3 1.406 -0.778 3.351
H4 2.285 -2.189 5.139
H5 4.126 -3.767 4.666
H6 5.088 -3.905 2.390
H7 4.195 -2.500 0.579
H8 4.469 0.790 1.189
H9 6.530 1.381 -0.030
H10 6.774 0.777 -2.417
H11 4.964 -0.427 -3.584
H12 2.907 -1.031 -2.390
H13 0.874 -3.461 1.985
H14 0.969 -5.827 2.631
H15 -0.437 -7.490 1.455
H16 -1.977 -6.772 -0.334
H17 -2.092 -4.404 -0.995
H18 -3.181 -0.822 -0.386
H19 -4.725 -0.703 -2.330
H20 -4.056 -1.698 -4.495
H21 -1.876 -2.839 -4.718
H22 -0.351 -2.986 -2.790
Ge1 -1.665 3.625 0.036
C26 -1.204 5.069 1.073
C27 0.165 5.388 1.081
C28 0.576 6.590 1.633
C29 -0.366 7.451 2.183
C30 -1.721 7.119 2.210
C31 -2.149 5.932 1.655
C32 -3.263 3.261 -0.794
C33 -3.180 2.449 -1.937
C34 -4.296 2.304 -2.746
C35 -5.481 2.944 -2.406
C36 -5.576 3.720 -1.249
C37 -4.471 3.887 -0.441
H23 -0.479 2.813 -0.466
H24 0.895 4.711 0.656
H25 1.625 6.856 1.635
H26 -0.043 8.399 2.598
H27 -2.437 7.793 2.662
H28 -3.200 5.679 1.675
H29 -2.259 1.939 -2.192
H30 -4.240 1.693 -3.639
H31 -6.347 2.841 -3.049
H32 -6.513 4.195 -0.988
H33 -4.547 4.492 0.452

***

Record 2
This record from OMol25 describes a structure of composition C37H33N12O2PbS. The level of theory is ωB97M-V/def2-TZVPD.

ΔE to the lowest compared entry with this formula, charge and spin = 0.00 kJ/mol
Total energy = -76959.6836 eV
Charge = +1
Maximum force = 0.008 Eh/bohr
Gap between HOMO and LUMO = 7.0076 eV
LUMO = -2.76 eV

Geometry (Å):
Pb1 -0.154 -0.143 -0.522
C1 -0.189 -3.850 0.269
N1 -0.695 -2.694 0.995
C2 -2.125 -2.832 1.212
C3 -2.829 -1.542 1.549
C4 -3.881 -1.541 2.457
C5 -4.583 -0.366 2.672
C6 -4.213 0.775 1.978
C7 -3.145 0.690 1.101
N2 -2.465 -0.440 0.895
C8 -0.012 -2.508 2.262
C9 1.416 -2.030 2.160
C10 2.098 -1.727 3.335
C11 3.413 -1.313 3.254
C12 4.010 -1.216 2.004
C13 3.249 -1.530 0.893
N3 1.975 -1.928 0.960
C14 -0.437 -3.820 -1.221
C15 -0.470 -5.025 -1.916
C16 -0.645 -5.015 -3.286
C17 -0.794 -3.792 -3.926
C18 -0.753 -2.646 -3.156
N4 -0.576 -2.648 -1.831
H1 -0.627 -4.780 0.664
H2 0.888 -3.914 0.426
H3 -2.341 -3.569 2.001
H4 -2.573 -3.219 0.292
H5 -4.145 -2.451 2.979
H6 -5.409 -0.344 3.372
H7 -4.732 1.713 2.113
H8 -2.801 1.559 0.547
H9 -0.023 -3.438 2.858
H10 -0.569 -1.769 2.840
H11 1.601 -1.819 4.293
H12 3.968 -1.072 4.152
H13 5.038 -0.903 1.893
H14 3.668 -1.460 -0.104
H15 -0.362 -5.958 -1.377
H16 -0.672 -5.941 -3.844
H17 -0.936 -3.726 -4.995
H18 -0.859 -1.671 -3.618
O1 5.260 4.895 2.881
N5 4.331 4.733 3.644
O2 4.231 5.274 4.721
C19 3.248 3.795 3.246
C20 2.366 3.502 4.215
C21 1.271 2.620 3.969
C22 0.316 2.360 4.964
C23 -0.750 1.561 4.661
C24 -0.832 1.035 3.364
N6 0.061 1.234 2.416
C25 1.118 2.024 2.712
C26 2.110 2.306 1.680
N7 1.962 1.667 0.507
C27 2.786 1.948 -0.479
C28 3.821 2.878 -0.361
C29 4.017 3.507 0.838
C30 3.156 3.223 1.919
H19 2.481 3.955 5.190
H20 0.428 2.806 5.945
H21 -1.522 1.344 5.386
H22 -1.686 0.423 3.101
H23 2.628 1.414 -1.410
H24 4.463 3.085 -1.206
H25 4.817 4.215 0.956
S1 -0.789 2.532 -1.263
C31 -2.005 1.765 -2.224
C32 -2.855 2.471 -3.103
C33 -3.824 1.796 -3.807
C34 -3.956 0.413 -3.659
C35 -3.092 -0.217 -2.793
N8 -2.141 0.426 -2.104
H26 -2.737 3.544 -3.183
H27 -4.491 2.337 -4.468
H28 -4.716 -0.146 -4.183
H29 -3.157 -1.285 -2.619
N9 1.052 1.187 -7.186
C36 0.754 1.039 -5.888
N10 -0.416 1.527 -5.437
N11 1.620 0.405 -5.133
C37 1.364 0.200 -3.874
N12 1.221 -0.009 -2.742
H30 0.430 1.632 -7.834
H31 1.905 0.777 -7.524
H32 -0.992 2.108 -6.021
H33 -0.570 1.601 -4.442

***

Record 3
This record from OMol25 describes a structure of composition C37H33N3O2Pt. The level of theory is ωB97M-V/def2-TZVPD.

Total energy = -50700.1057 eV
Charge = +2
Maximum force = 0.024 Eh/bohr
Gap between HOMO and LUMO (alpha / beta) = 4.7459 / 5.1549 eV
LUMO (alpha / beta) = -9.00 / -8.59 eV

Geometry (Å):
Pt1 -0.823 -0.860 -0.844
O1 1.076 -0.949 -0.956
C1 1.738 -2.066 -0.325
C2 0.682 -2.864 0.496
C3 0.127 -1.953 1.547
C4 0.424 -2.036 2.894
C5 -0.056 -1.062 3.750
C6 -0.823 -0.019 3.247
C7 -1.126 0.034 1.902
C8 -1.972 1.116 1.296
C9 -1.230 1.913 0.209
O2 -1.069 1.139 -0.947
C10 0.094 2.497 0.680
C11 0.190 3.077 1.943
C12 1.379 3.654 2.359
C13 2.480 3.671 1.512
C14 2.382 3.111 0.247
C15 1.193 2.527 -0.169
C16 -2.133 3.000 -0.416
C17 -3.406 2.636 -0.881
C18 -4.239 3.578 -1.451
C19 -3.795 4.888 -1.599
C20 -2.523 5.249 -1.165
C21 -1.681 4.311 -0.597
N1 -0.651 -0.948 1.102
C22 2.296 -2.904 -1.479
C23 3.618 -2.748 -1.877
C24 4.110 -3.456 -2.966
C25 3.283 -4.307 -3.680
C26 1.952 -4.445 -3.307
C27 1.462 -3.737 -2.223
C28 2.791 -1.592 0.664
C29 3.634 -2.524 1.269
C30 4.516 -2.127 2.261
C31 4.569 -0.796 2.658
C32 3.737 0.133 2.055
C33 2.849 -0.265 1.062
H1 1.149 -3.742 0.936
H2 -0.138 -3.215 -0.147
H3 1.046 -2.847 3.246
H4 0.174 -1.106 4.807
H5 -1.196 0.760 3.896
H6 -2.339 1.782 2.073
H7 -2.847 0.654 0.836
H8 -0.669 3.117 2.604
H9 1.441 4.108 3.339
H10 3.404 4.133 1.833
H11 3.231 3.135 -0.424
H12 1.121 2.102 -1.161
H13 -3.750 1.618 -0.761
H14 -5.229 3.302 -1.787
H15 -4.438 5.627 -2.058
H16 -2.182 6.269 -1.278
H17 -0.692 4.602 -0.278
H18 4.272 -2.072 -1.343
H19 5.144 -3.332 -3.259
H20 3.666 -4.848 -4.534
H21 1.298 -5.103 -3.863
H22 0.414 -3.858 -1.970
H23 3.617 -3.561 0.953
H24 5.173 -2.856 2.718
H25 5.265 -0.487 3.426
H26 3.776 1.174 2.351
H27 2.206 0.462 0.589
C34 -3.348 -0.033 -3.158
C35 -3.709 -0.695 -1.878
N2 -2.862 -1.226 -0.997
C36 -3.621 -1.781 0.030
C37 -4.928 -1.600 -0.255
N3 -4.959 -0.918 -1.454
H28 -2.314 0.307 -3.137
H29 -3.981 0.834 -3.345
H30 -3.466 -0.731 -3.989
H31 -3.169 -2.297 0.859
H32 -5.821 -1.902 0.262
H33 -5.794 -0.651 -1.954